[1]
Here is a molecular structure, C23H20Cl2O4PTc in a non-equilibrium geometry from the OMol25 dataset. Energies are from ωB97M-V/def2-TZVPD.

```
! RIJCOSX wB97M-V def2-TZVPD def2/J DEFGRID3
* xyz 1 4
C -1.42 -1.95 1.49
C -0.96 -2.01 0.17
C 0.45 -1.56 0.08
H -1.49 -2.39 -0.72
C 0.89 -1.42 1.52
C -0.40 -1.33 2.42
H -0.27 -1.38 3.65
H -2.45 -2.14 1.88
H 1.11 -1.85 -0.71
H 1.91 -1.59 2.00
Tc 0.22 0.52 1.21
Cl 2.29 1.00 0.35
P 0.03 0.38 -3.04
C 1.31 -0.75 -3.56
C 1.00 -1.55 -4.65
H 0.00 -1.50 -5.09
C 1.97 -2.37 -5.19
H 1.79 -2.92 -6.12
C 3.24 -2.42 -4.59
H 4.05 -2.99 -5.05
C 3.52 -1.69 -3.42
H 4.51 -1.72 -2.97
C 2.55 -0.87 -2.89
H 2.66 -0.30 -1.96
C -1.63 -0.16 -3.39
C -2.01 -1.51 -3.24
H -1.27 -2.22 -2.87
C -3.30 -1.88 -3.53
H -3.56 -2.93 -3.57
C -4.22 -0.89 -3.91
H -5.18 -1.19 -4.33
C -3.90 0.48 -3.89
H -4.61 1.23 -4.24
C -2.60 0.85 -3.56
H -2.30 1.90 -3.44
C 0.39 2.10 -3.30
C 0.97 2.31 -4.56
H 1.24 1.46 -5.22
C 1.15 3.62 -5.00
H 1.49 3.83 -6.03
C 0.83 4.67 -4.10
H 0.91 5.70 -4.44
C 0.38 4.43 -2.80
H 0.16 5.25 -2.12
C 0.18 3.14 -2.38
H -0.11 2.84 -1.37
O -0.83 1.42 4.65
Cl 0.43 0.69 4.79
O 1.43 0.93 3.74
O 0.00 -0.99 4.74
O -0.79 0.17 2.62
*
```

Calculated values
<S²> = 3.824
LUMO level (spin up / spin down) = -4.47 / -5.95 eV
HOMO level (spin up / spin down) = -10.9 / -11.1 eV

[2]
Here is a molecular structure, C23H20FMnN4O11Si in a non-equilibrium geometry from the OMol25 dataset. Energies are from ωB97M-V/def2-TZVPD.

```
! RIJCOSX wB97M-V def2-TZVPD def2/J DEFGRID3
* xyz -1 6
Mn 0.02 0.34 -0.29
O -3.88 2.07 -1.04
C -2.79 1.30 -0.84
O -1.66 1.80 -0.91
C -3.01 -0.09 -0.54
C -4.18 -0.81 -0.81
C -4.21 -2.16 -0.59
C -3.04 -2.81 -0.19
C -1.91 -2.04 0.02
N -1.90 -0.71 -0.06
C -0.53 -2.58 0.29
O -0.22 -3.71 -0.33
O 0.24 -1.94 0.97
H -3.58 2.97 -1.24
H -5.04 -0.27 -1.20
H -5.11 -2.74 -0.77
H -2.99 -3.89 -0.08
H -0.68 -3.68 -1.24
C -0.90 1.25 4.71
Si -1.33 1.69 2.89
C -2.79 0.52 2.57
C -2.01 3.49 2.85
N -0.06 1.56 1.71
C 1.08 2.27 1.82
C 1.52 2.96 2.98
C 2.76 3.56 3.04
C 3.63 3.55 1.97
C 3.20 2.98 0.78
C 1.96 2.40 0.73
F 1.50 1.92 -0.49
H -1.81 1.23 5.31
H -0.22 1.94 5.20
H -0.44 0.27 4.76
H -3.42 0.45 3.46
H -2.44 -0.48 2.34
H -3.43 0.84 1.75
H -2.98 3.57 3.33
H -2.13 3.83 1.82
H -1.34 4.19 3.34
H 0.88 2.98 3.84
H 3.05 4.06 3.96
H 4.61 3.99 2.04
H 3.82 2.98 -0.11
O -1.22 -2.84 -2.49
C -0.48 -1.83 -2.57
O -0.83 -0.64 -2.38
C 0.98 -2.06 -2.89
C 1.35 -2.90 -3.90
C 2.71 -3.05 -4.23
C 3.67 -2.34 -3.53
C 3.31 -1.49 -2.50
C 1.93 -1.33 -2.10
O 1.58 -0.64 -1.11
N 4.34 -0.75 -1.85
O 4.05 0.17 -1.11
O 5.50 -1.08 -2.08
N 3.09 -3.90 -5.30
O 4.28 -4.05 -5.54
O 2.20 -4.44 -5.95
H 0.60 -3.44 -4.45
H 4.71 -2.43 -3.80
*
```

Calculated values
<S²> = 8.753
LUMO level (spin up / spin down) = 1.15 / 1.12 eV
HOMO level (spin up / spin down) = -4.5 / -4.6 eV

[3]
Here is C23H20N4O3S2 in the gas phase in a non-equilibrium geometry from the OMol25 dataset. Energies are from ωB97M-V/def2-TZVPD.

```
! RIJCOSX wB97M-V def2-TZVPD def2/J DEFGRID3
* xyz 0 1
C 1.69 2.66 -1.43
C 2.03 2.82 0.05
N 2.02 1.56 0.75
C 3.11 0.74 0.95
S 4.68 1.04 0.24
C 4.86 -0.53 -0.71
C 3.56 -0.70 -1.47
O 3.30 -0.04 -2.45
N 2.71 -1.59 -0.88
C 1.31 -1.55 -0.90
C 0.59 -0.72 -1.75
C -0.77 -0.61 -1.52
O -1.63 0.22 -2.18
C -2.84 0.05 -1.59
C -4.02 0.71 -1.91
C -5.14 0.39 -1.17
C -5.10 -0.54 -0.14
C -3.93 -1.20 0.18
C -2.79 -0.90 -0.55
C -1.41 -1.33 -0.50
C -0.69 -2.20 0.31
C 0.67 -2.31 0.11
O 1.50 -3.11 0.84
C 1.06 -3.50 2.13
N 2.78 -0.30 1.66
N 1.48 -0.21 1.93
C 1.01 0.89 1.39
C -0.38 1.24 1.48
C -1.14 2.16 0.80
C -2.50 2.12 1.17
C -2.75 1.18 2.12
S -1.34 0.32 2.58
H 1.70 3.63 -1.90
H 2.42 2.02 -1.92
H 0.70 2.21 -1.55
H 3.03 3.24 0.15
H 1.32 3.48 0.55
H 5.69 -0.35 -1.38
H 5.08 -1.34 -0.01
H 3.04 -2.11 -0.07
H 1.09 -0.15 -2.52
H -4.04 1.43 -2.71
H -6.08 0.89 -1.40
H -6.00 -0.76 0.41
H -3.90 -1.93 0.98
H -1.19 -2.75 1.09
H 1.93 -3.95 2.60
H 0.26 -4.23 2.07
H 0.74 -2.62 2.70
H -0.77 2.83 0.05
H -3.25 2.75 0.74
H -3.69 0.94 2.57
*
```

Calculated values
SMILES = CCn1c(SCC(=O)Nc2cc3oc4ccccc4c3cc2OC)nnc1-c1cccs1
LUMO level = 0.47 eV
HOMO level = -7.5 eV